{"formula": "C3H6N2S", "method": "the ωB97M-V functional and the def2-TZVPD basis", "symbols": ["C", "N", "N", "C", "S", "C", "H", "H", "H", "H", "H", "H"], "coordinates": [[0.31825, -1.97856, 1.85934], [0.14519, -1.19934, 0.92572], [0.49714, 0.13882, 1.24206], [0.39151, 1.15416, 0.48726], [-0.10383, 1.18520, -1.22843], [-0.87615, -0.37249, -1.62541], [0.64747, -1.48897, 2.82961], [-0.00001, -3.06068, 1.63830], [0.77484, 2.10961, 0.76368], [-1.53912, -0.07575, -2.48557], [-1.54235, -0.58102, -0.80623], [-0.17747, -1.26133, -1.78649]], "forces_ev_per_angstrom": [[-0.183, -1.708, 2.507], [-0.423, 2.694, -3.518], [0.463, 0.523, 1.967], [-0.525, -2.917, -2.140], [0.543, 0.865, 0.378], [-0.293, -0.612, -0.653], [-0.204, -1.334, -0.702], [0.821, 1.649, 0.879], [0.121, 0.515, 0.636], [0.905, -0.736, 0.481], [-0.196, -0.422, 0.166], [-1.028, 1.483, -0.001]], "homo_ev": -8.76, "smiles": "C=N/N=C\\SC", "orbital_gap_ev": 9.537, "energy_ha": -625.5155}

{"formula": "C25H20FN6O5SV", "method": "the ωB97M-V functional and the def2-TZVPD basis", "symbols": ["V", "C", "C", "N", "N", "C", "O", "C", "C", "C", "C", "C", "C", "C", "C", "C", "C", "C", "N", "H", "H", "H", "H", "H", "H", "H", "H", "H", "H", "H", "H", "S", "C", "C", "C", "C", "C", "N", "H", "H", "H", "H", "F", "C", "C", "N", "C", "C", "O", "O", "C", "O", "N", "C", "O", "H", "H", "H", "H"], "coordinates": [[0.43811, -0.07697, 0.08195], [-1.23152, -3.87806, 1.45942], [-0.59600, -2.54713, 1.31053], [-0.59471, -1.85340, 0.22365], [-1.13775, -2.30773, -0.93656], [-0.83124, -1.49936, -1.89695], [-0.09778, -0.40124, -1.54924], [-1.18780, -1.67073, -3.28667], [-0.85338, -0.68717, -4.22152], [-1.20318, -0.86206, -5.54722], [-1.88023, -2.01029, -5.93879], [-2.21368, -2.99013, -5.00889], [-1.87102, -2.82585, -3.68192], [0.15351, -1.88838, 2.38418], [0.30898, -2.39734, 3.65600], [1.08459, -1.69173, 4.56825], [1.69062, -0.51021, 4.17637], [1.49716, -0.05110, 2.88466], [0.73263, -0.72131, 2.01796], [-1.64188, -4.21808, 0.51498], [-2.03436, -3.81549, 2.19841], [-0.50029, -4.60174, 1.82350], [-0.33243, 0.20846, -3.91138], [-0.95249, -0.10486, -6.27692], [-2.15164, -2.14303, -6.97755], [-2.74086, -3.87972, -5.32379], [-2.12436, -3.57953, -2.94931], [-0.16069, -3.33155, 3.92902], [1.22074, -2.07067, 5.57212], [2.31484, 0.05579, 4.85265], [1.96849, 0.85598, 2.52959], [-1.71897, 0.46964, 0.86233], [-1.04029, 2.07867, 0.85851], [-1.57857, 3.30554, 1.18123], [-0.74522, 4.40675, 1.04855], [0.57021, 4.25480, 0.60685], [1.03520, 2.99789, 0.30196], [0.22201, 1.93132, 0.43307], [-2.60143, 3.39387, 1.51859], [-1.11936, 5.39303, 1.29060], [1.22320, 5.10829, 0.49770], [2.03937, 2.81267, -0.04823], [5.78859, 2.91646, -3.39993], [5.57795, 2.27135, -2.26445], [5.03783, 1.05581, -2.24327], [4.83788, 0.38017, -1.04029], [4.09442, -0.84797, -0.96971], [2.70133, -0.62640, -0.46235], [1.88784, -1.54848, -0.21497], [2.25675, 0.55931, -0.20599], [5.09654, 0.96968, 0.18650], [4.74662, 0.44117, 1.22523], [5.71407, 2.18967, 0.11702], [5.97334, 2.96186, -1.02863], [6.44953, 4.05819, -0.95849], [4.76870, 0.53497, -3.15132], [4.56194, -1.52042, -0.24606], [4.06763, -1.36221, -1.92971], [5.95821, 2.61351, 1.00307]], "forces_ev_per_angstrom": [[-0.332, -0.142, -0.183], [-0.001, 0.002, 0.013], [0.003, -0.015, -0.015], [-0.005, 0.024, -0.045], [0.007, 0.010, 0.073], [0.020, 0.066, 0.014], [-0.003, -0.024, 0.139], [-0.020, 0.032, -0.009], [-0.003, 0.003, -0.015], [0.002, 0.006, -0.001], [-0.004, -0.008, -0.002], [0.004, 0.008, 0.001], [-0.010, -0.006, 0.008], [-0.010, 0.022, 0.006], [-0.007, -0.023, 0.008], [0.020, 0.015, 0.017], [-0.005, -0.020, 0.023], [0.007, -0.013, -0.055], [0.137, 0.032, -0.084], [-0.003, 0.003, -0.003], [0.007, -0.003, 0.006], [0.000, 0.001, -0.006], [0.002, -0.002, 0.003], [0.000, -0.001, 0.001], [-0.002, -0.003, 0.001], [0.000, 0.000, -0.001], [0.000, 0.000, -0.001], [0.000, 0.001, 0.000], [-0.001, 0.002, 0.000], [-0.001, 0.000, -0.002], [0.010, -0.011, -0.008], [0.069, 0.002, 0.014], [0.046, -0.045, -0.036], [-0.015, 0.036, -0.006], [-0.007, -0.002, 0.006], [-0.016, 0.029, 0.003], [-0.030, -0.042, -0.032], [0.042, 0.094, 0.064], [0.000, -0.003, 0.000], [0.001, 0.000, -0.001], [-0.001, 0.000, 0.001], [0.001, -0.009, 0.002], [0.001, -0.004, 0.000], [-0.001, 0.032, 0.015], [0.049, -0.122, 0.023], [-0.053, 0.055, 0.048], [0.091, -0.108, 0.105], [0.103, 0.100, 0.358], [0.112, 0.062, -0.100], [-0.171, -0.103, -0.228], [-0.081, 0.169, -0.120], [0.062, -0.053, 0.093], [-0.037, -0.069, 0.062], [0.070, 0.020, -0.029], [-0.022, -0.009, 0.020], [-0.005, -0.001, -0.001], [-0.008, -0.071, -0.079], [-0.027, 0.070, -0.051], [0.015, 0.014, -0.012]], "homo_ev": -14.10, "orbital_gap_ev": 5.510, "total_charge": 2, "energy_ha": -3111.0458}

{"formula": "C2H10N3PtS", "method": "the ωB97M-V functional and the def2-TZVPD basis", "symbols": ["C", "Pt", "N", "N", "H", "H", "H", "H", "H", "H", "H", "H", "H", "H", "S", "C", "N"], "coordinates": [[-2.20647, 1.79157, -1.63037], [0.91496, -0.92019, -0.11447], [1.64580, -1.26776, 1.85166], [1.99280, 0.81026, -0.47583], [1.89158, -2.25912, 2.01845], [-2.70674, 2.43011, -0.93263], [-2.90815, 1.07257, -2.04865], [-1.40471, 1.24667, -1.10524], [-1.76499, 2.37333, -2.43318], [2.98907, 0.75151, -0.73643], [1.95020, 1.39093, 0.35323], [1.55861, 1.38280, -1.19296], [2.48504, -0.73619, 2.04930], [0.97321, -1.03659, 2.59199], [-3.13917, -2.75807, 0.98198], [-1.70500, -2.28145, 0.55986], [-0.56603, -1.99038, 0.26327]], "forces_ev_per_angstrom": [[0.611, -0.654, -0.154], [-1.186, 0.461, -1.021], [0.527, -0.865, 1.735], [1.194, 0.562, -0.355], [-0.156, 0.608, -0.280], [-0.295, 0.399, 0.346], [0.021, 0.021, 0.022], [-0.271, 0.098, -0.130], [-0.032, 0.107, -0.065], [-0.466, -0.086, 0.122], [0.086, 0.104, 0.226], [-0.137, -0.088, -0.249], [0.160, 0.030, 0.161], [0.134, 0.016, -0.351], [-0.289, -0.409, 0.210], [-5.114, -0.486, 0.860], [5.212, 0.183, -1.076]], "homo_ev": [-8.23, -13.46], "s2": 6.0327, "spin_multiplicity": 5, "orbital_gap_ev": [4.798, 6.770], "total_charge": 1, "energy_ha": -763.5028}

{"formula": "CH2ClFO2S2", "method": "the ωB97M-V functional and the def2-TZVPD basis", "symbols": ["C", "O", "O", "F", "S", "S", "Cl", "H", "H"], "coordinates": [[1.78880, 0.39010, 0.28288], [-0.75324, 0.47552, 1.08838], [-1.24908, 0.58128, -1.36228], [2.45124, 0.96465, -0.76616], [-0.80567, -2.15866, -0.42067], [-1.36547, -0.04732, -0.10046], [1.39767, -1.17194, 0.27670], [1.16855, 1.04113, 0.81052], [-2.63280, -0.07477, 0.19109]], "forces_ev_per_angstrom": [[1.868, 0.602, -2.098], [-0.064, 0.263, 0.317], [0.401, 0.995, -0.999], [-0.889, -1.126, 1.278], [-1.039, 1.674, 0.259], [0.566, -2.540, 0.055], [1.071, -0.517, 0.105], [-0.484, 1.073, 0.843], [-1.431, -0.423, 0.240]], "homo_ev": [-9.05, -9.63], "orbital_gap_ev": [6.792, 8.576], "energy_ha": -1546.0393}

{"formula": "C4H16O4", "method": "the ωB97M-V functional and the def2-TZVPD basis", "symbols": ["C", "C", "C", "C", "H", "H", "H", "H", "H", "H", "H", "H", "O", "H", "H", "O", "H", "H", "O", "H", "H", "O", "H", "H"], "coordinates": [[-0.19091, 1.52777, 0.74522], [1.01903, 1.42080, 0.20406], [1.98364, 0.44140, 0.81263], [1.33757, 1.97491, -1.14689], [-1.09860, 2.00324, 0.39596], [-0.37844, 0.95893, 1.64967], [2.76211, 0.92043, 1.43215], [2.63547, -0.05665, 0.09168], [1.50140, -0.19429, 1.55102], [1.00815, 1.36931, -1.99534], [2.41119, 2.08257, -1.31720], [0.93806, 2.97887, -1.29966], [1.23686, -2.29585, -1.56750], [1.10607, -3.25058, -1.51215], [2.06547, -2.14564, -1.09987], [-2.02356, -0.46781, 2.58188], [-2.26546, 0.38015, 2.97483], [-2.31081, -0.35897, 1.66237], [-1.43189, -2.21327, -0.97614], [-1.50597, -2.57768, -0.09052], [-0.56571, -1.79538, -1.10193], [-2.93720, -0.11474, -0.29839], [-3.03054, -0.90438, -0.85250], [-2.26593, 0.31687, -0.84339]], "forces_ev_per_angstrom": [[-0.132, -0.555, 0.845], [-0.872, -0.827, -0.692], [1.190, 0.846, 0.959], [0.748, 0.818, -0.564], [0.437, 0.572, -0.480], [0.066, 0.058, 0.030], [-0.238, 0.464, -0.166], [-0.596, -0.431, -0.223], [-0.130, -0.486, -0.451], [-0.251, -0.255, 0.284], [0.123, -0.039, 0.235], [-0.229, -0.083, 0.104], [0.321, -0.141, 0.063], [-0.118, 0.096, -0.096], [-0.031, 0.135, -0.011], [-0.139, 0.254, 0.008], [0.038, -0.211, 0.112], [-0.053, -0.152, -0.207], [-0.370, -0.300, -0.607], [0.373, 0.242, 0.077], [0.004, -0.371, 0.428], [-0.104, 0.271, -0.609], [-0.126, -0.289, 0.514], [0.089, 0.384, 0.445]], "homo_ev": -9.25, "smiles": "C=C(C)C.O.O.O.O", "orbital_gap_ev": 9.677, "energy_ha": -462.9238}

{"formula": "C4H4ClNOS", "method": "the ωB97M-V functional and the def2-TZVPD basis", "symbols": ["C", "C", "C", "C", "N", "O", "S", "Cl", "H", "H", "H", "H"], "coordinates": [[-0.92323, 0.47214, -1.85551], [-0.48460, -0.86569, -0.45747], [0.32386, -0.12146, 0.36579], [0.99573, -0.68795, 1.54825], [0.45100, 1.19539, 0.11566], [-0.23656, 3.01140, -1.51088], [-0.63150, 1.79610, -0.85458], [-0.67986, -2.54156, -0.47252], [-1.97440, 0.23482, -2.33764], [1.72496, 0.05523, 1.92052], [1.13690, -1.61250, 1.14400], [0.29769, -0.93591, 2.39438]], "forces_ev_per_angstrom": [[-2.323, -5.217, 2.432], [-0.747, 4.033, -4.298], [-1.085, 1.220, 0.416], [-1.665, 2.117, 1.653], [-0.062, 0.223, 0.828], [-0.214, 1.078, -0.060], [1.091, -0.954, -0.487], [-0.212, 0.239, -0.094], [2.300, 0.706, 0.874], [0.261, -1.229, -0.368], [2.420, -2.908, -0.156], [0.236, 0.693, -0.738]], "homo_ev": [-9.09, -9.12], "orbital_gap_ev": [7.203, 7.265], "energy_ha": -1142.9736}